DFT (ωB97M-V with the def2-TZVPD basis set) results for a structure of composition C4H6N2O at a distorted geometry.

Geometry as XYZ:
```
13
Properties=species:S:1:pos:R:3:forces:R:3:nbo_charge:R:1
C -1.352264 -0.692852 -0.418539 -3.53 -1.19 -2.54 -0.09
C -0.381027 0.630145 0.612117 1.84 2.39 1.00 0.05
C 0.814794 1.138850 -0.136667 2.86 -2.47 0.90 -0.05
C -0.200250 -0.827221 0.420001 1.04 -2.18 5.54 -0.13
H -1.213807 -0.635036 -1.439862 0.84 -1.57 -2.53 0.20
H -2.255749 -1.309993 -0.239879 0.41 0.36 0.33 0.18
H -0.433344 1.047851 1.677911 -0.35 -0.29 -1.48 0.19
H 0.891878 2.156602 -0.310037 0.85 1.73 -0.49 0.19
H 1.788381 -1.719102 -0.309960 -2.27 0.59 0.91 0.41
H -0.378097 -1.325903 1.466075 0.12 0.20 -2.17 0.21
N 1.771442 0.213466 -0.317984 -4.41 2.90 0.04 -0.17
N 1.139236 -0.961980 0.038410 4.51 -1.95 -1.38 -0.49
O -1.507690 0.691455 -0.218587 -1.90 1.48 1.86 -0.51
```
Positions in Å, forces in eV/Å.

Relative energy (zero: lowest compared OMol25 entry of this formula, charge and spin) (kcal/mol): 108.87
Gap between HOMO and LUMO (eV): 9.1
Calculated total energy (Ha): -340.62141
2S+1: 1